Below is a structure of composition C23H25BaF3NO4S at a distorted geometry, with properties calculated with wB97M-V/def2-TZVPD.

orbital gap	5.88	eV
LUMO energy	1.88	eV
charge	-1

Element x y z (Å)
C  2.46531  0.14458  2.53177
C  2.35948  -0.66078  1.36709
C  2.26054  0.19658  0.23980
H  2.40775  -1.74671  1.33515
C  2.36468  1.53940  0.70437
C  2.48227  1.50394  2.12179
H  2.43388  2.42514  0.07523
C  -1.63918  -2.08995  2.80739
C  -0.38943  -2.56521  2.32437
C  -0.40774  -2.49427  0.90764
H  0.42605  -2.95686  2.92992
C  -1.67761  -1.98672  0.50608
C  -2.45212  -1.76128  1.68780
H  2.20390  -0.11812  -0.80348
H  2.62998  2.36203  2.77616
H  2.59744  -0.21860  3.54962
H  -3.50137  -1.45523  1.70942
H  0.38721  -2.80215  0.22416
H  -1.94788  -2.03535  3.84762
Ba  -0.53054  0.72965  1.68255
C  -2.11767  -1.67587  -0.90713
C  -3.63043  -1.89361  -1.03284
C  -1.39713  -2.56517  -1.92842
H  -3.88305  -2.93664  -0.80290
H  -3.93789  -1.65939  -2.05640
H  -4.18287  -1.22930  -0.36224
H  -1.53709  -3.62218  -1.66634
H  -0.32290  -2.35160  -1.98326
H  -1.83299  -2.39960  -2.92257
C  -1.75941  -0.18079  -1.17021
C  -2.24968  0.38189  -2.49835
H  -0.66307  -0.05270  -1.11128
H  -2.25730  0.44961  -0.39719
O  -3.28349  -0.00072  -3.04694
N  -1.50410  1.35312  -3.11420
C  -0.37861  2.12738  -2.60599
H  -1.96618  1.73320  -3.93220
C  0.95753  1.60677  -3.08889
C  2.11573  2.33929  -2.80584
H  2.01654  3.30496  -2.29831
C  3.37029  1.84218  -3.16757
H  4.26960  2.40881  -2.91661
C  3.47099  0.61853  -3.84315
H  4.44942  0.23028  -4.12973
C  2.31429  -0.10442  -4.14955
H  2.36791  -1.06224  -4.67059
C  1.05622  0.40078  -3.78734
H  0.14150  -0.13806  -4.05130
H  -0.39468  2.16692  -1.50208
H  -0.51349  3.16346  -2.95089
F  -0.12581  2.78891  6.62636
C  0.44307  1.95511  5.73303
F  1.13908  2.70862  4.82754
F  1.33320  1.15392  6.36736
S  -0.84118  0.92456  4.87161
O  -1.68190  0.38445  5.90205
O  -1.45896  1.86923  3.91348
O  0.00187  -0.04974  4.13443

***

Below is a structure of composition C23H25BrN3O2PSSe2V at a distorted geometry, with properties calculated with wB97M-V/def2-TZVPD.

orbital gap (spin up / spin down)	6.97 / 7.67	eV
energy above the lowest of the compared OMol25 structures with the same formula, charge and spin	10.7	kcal/mol
LUMO energy (spin up / spin down)	-7.61 / -6.91	eV
2S+1	2
charge	+2

Element x y z (Å)
V  -0.42277  0.31467  0.63024
Se  1.90357  0.01574  1.20145
P  2.02047  2.14284  0.65493
Se  -0.10692  2.64914  0.34746
C  2.95195  2.40615  -0.84734
C  3.90587  1.47595  -1.25613
C  4.68479  1.74164  -2.37035
C  4.51095  2.92763  -3.06949
C  3.55736  3.85342  -2.66170
C  2.77576  3.59769  -1.55074
C  2.73615  3.09195  2.00221
C  2.20611  4.33630  2.34090
C  2.83729  5.11309  3.30017
C  4.00506  4.65842  3.90146
C  4.54029  3.42527  3.55045
C  3.90619  2.63819  2.60559
H  4.03894  0.54299  -0.72215
H  5.42165  1.02016  -2.69464
H  5.11827  3.13344  -3.94045
H  3.42250  4.77277  -3.21432
H  2.03314  4.32688  -1.24642
H  1.30390  4.70653  1.86812
H  2.42430  6.07460  3.57241
H  4.50384  5.27160  4.63978
H  5.45421  3.07964  4.01405
H  4.33276  1.67755  2.33756
Br  -3.68229  2.46470  1.19609
C  -3.78293  0.79044  0.35550
C  -5.02259  0.25595  0.01052
C  -5.06258  -0.98087  -0.60237
C  -3.87071  -1.66476  -0.86370
C  -2.70513  -1.03105  -0.52341
N  -2.64719  0.17290  0.08032
C  -1.30049  -1.55344  -0.60424
O  -0.86114  -2.54751  -0.11521
O  -0.47214  -0.51089  -0.98318
H  -5.92375  0.81354  0.21838
H  -6.01380  -1.41575  -0.87704
H  -3.85795  -2.64334  -1.32106
C  -0.71087  2.29523  4.26980
N  0.17295  1.13123  4.40185
C  1.49007  1.42609  4.96966
C  -0.15118  -0.05672  3.90740
S  -1.40682  -0.14441  2.65690
N  0.37784  -1.19109  4.34595
C  0.83708  -1.36143  5.73033
C  0.25421  -2.44973  3.60413
H  -0.47756  2.97296  5.08760
H  -1.75063  1.99535  4.34671
H  -0.54122  2.80612  3.31859
H  1.81202  2.37986  4.55556
H  2.20109  0.66042  4.67133
H  1.45265  1.50597  6.05596
H  0.48482  -0.54296  6.34756
H  1.92225  -1.43872  5.78911
H  0.39604  -2.28417  6.10455
H  0.33093  -2.28688  2.53351
H  -0.69696  -2.93466  3.82809
H  1.06908  -3.09696  3.91944

***

Below is an isolated molecule of C23H25Cl3N6O2 at a distorted geometry, with properties calculated with wB97M-V/def2-TZVPD.

orbital gap	8.15	eV
SMILES string	O=[N+]([O-])/C(C(=C(Cl)Cl)N1CCN(Cc2ccccc2)CC1)=C1\NCCN1Cc1ccc(Cl)nc1
LUMO energy	0.28	eV
charge	0

Element x y z (Å)
O  -4.69483  -2.04786  -0.83089
N  -4.05538  -1.34527  -0.03577
O  -4.60301  -0.55119  0.72156
C  -2.67594  -1.42756  0.00229
C  -2.05000  -0.61678  1.07912
C  -1.50712  -1.29718  2.11279
Cl  -0.58515  -0.61697  3.40583
Cl  -1.69023  -3.01577  2.25083
N  -2.03851  0.75058  0.94495
C  -2.44723  1.63330  2.02510
C  -2.02363  3.07510  1.66635
N  -0.89703  3.10996  0.75875
C  0.32016  2.56465  1.34255
C  1.52287  2.82501  0.47716
C  2.53241  1.87718  0.37541
C  3.65542  2.12613  -0.39499
C  3.77519  3.32146  -1.08206
C  2.76967  4.27006  -0.98900
C  1.65342  4.02566  -0.21046
C  -1.27086  2.51381  -0.51416
C  -2.27584  1.35201  -0.34918
C  -1.97490  -2.30173  -0.82581
N  -2.56637  -3.19325  -1.62957
C  -1.62376  -4.06158  -2.28791
C  -0.28172  -3.39660  -1.94948
N  -0.62448  -2.39665  -0.94630
C  0.33249  -1.33916  -0.72883
C  1.64122  -1.87108  -0.21212
C  2.85452  -1.40898  -0.71398
C  4.04011  -1.90524  -0.20412
C  3.95217  -2.86737  0.79567
Cl  5.38309  -3.53923  1.46873
N  2.81394  -3.32031  1.27673
C  1.68740  -2.83244  0.79241
H  -3.53606  1.57161  2.15585
H  -1.97050  1.31683  2.95008
H  -1.76593  3.62366  2.57411
H  -2.84617  3.60217  1.17649
H  0.25385  1.48691  1.55393
H  0.46706  3.07883  2.29932
H  2.44378  0.94112  0.91058
H  4.43943  1.38500  -0.45518
H  4.65009  3.51493  -1.68514
H  2.86072  5.20590  -1.52070
H  0.86611  4.75894  -0.12855
H  -0.36257  2.16689  -1.01015
H  -1.72070  3.29345  -1.13900
H  -3.30805  1.72088  -0.40879
H  -2.13113  0.61791  -1.14236
H  -3.57836  -3.28865  -1.60410
H  -1.81767  -4.10399  -3.36276
H  -1.68598  -5.07721  -1.88259
H  0.44402  -4.10300  -1.54082
H  0.16655  -2.90833  -2.82391
H  -0.07963  -0.63514  -0.00517
H  0.51188  -0.79780  -1.67115
H  2.87070  -0.65998  -1.49293
H  4.99897  -1.57090  -0.56402
H  0.78152  -3.23276  1.22534

***

Below is an isolated molecule of C23H25ClN4O2, with properties calculated with wB97M-V/def2-TZVPD.

orbital gap	8.39	eV
SMILES string	COc1ccccc1CN1CCC(n2nccc2NC(=O)c2ccccc2Cl)CC1
energy above the lowest of the compared OMol25 structures with the same formula, charge and spin	29.9	kcal/mol
LUMO energy	0.51	eV
charge	0

Element x y z (Å)
C  -1.38226  3.00631  3.80616
O  -0.85796  1.71404  3.97006
C  -1.71683  0.64769  3.94298
C  -3.08410  0.75895  3.72239
C  -3.88620  -0.37050  3.72150
C  -3.33844  -1.61552  3.95803
C  -1.97587  -1.72606  4.18022
C  -1.14638  -0.61680  4.15842
C  0.34614  -0.76466  4.36031
N  1.16100  -1.01593  3.18642
C  1.27566  0.05299  2.22410
C  0.17918  0.06232  1.14845
C  0.14263  -1.29874  0.44872
N  -0.91624  -1.32285  -0.53873
N  -2.06142  -1.94892  -0.28713
C  -2.86019  -1.70915  -1.30833
C  -2.23074  -0.89819  -2.25481
C  -0.97273  -0.67313  -1.72448
N  0.03643  0.12951  -2.26615
C  1.34874  -0.19340  -2.41026
O  1.85909  -1.19940  -1.96249
C  2.17243  0.85361  -3.09891
C  3.40615  1.14981  -2.52291
C  4.25749  2.07778  -3.09020
C  3.89395  2.71539  -4.26488
C  2.68527  2.41813  -4.86844
C  1.83018  1.49528  -4.28653
Cl  0.34944  1.13164  -5.12190
C  -0.07840  -2.39006  1.48892
C  1.03072  -2.30565  2.54681
H  -2.11551  3.24746  4.58277
H  -0.53225  3.68195  3.89445
H  -1.84162  3.13477  2.82006
H  -3.53797  1.72208  3.54810
H  -4.94568  -0.26558  3.54129
H  -3.96352  -2.49491  3.96929
H  -1.54323  -2.69678  4.37618
H  0.72923  0.15086  4.81903
H  0.52617  -1.59564  5.04953
H  2.24504  -0.06522  1.72209
H  1.27710  1.00335  2.75911
H  0.38586  0.85845  0.42908
H  -0.79512  0.24894  1.60240
H  1.09314  -1.47439  -0.06811
H  -3.84809  -2.12373  -1.33167
H  -2.61681  -0.53634  -3.18567
H  -0.31132  0.90053  -2.82123
H  3.68024  0.62757  -1.61880
H  5.20494  2.29721  -2.62303
H  4.55349  3.43743  -4.72125
H  2.40155  2.89573  -5.79337
H  -1.05879  -2.25389  1.94272
H  -0.05777  -3.36886  1.00946
H  1.99061  -2.51771  2.05840
H  0.87111  -3.06277  3.31650

***

Below is a structure of composition C23H25Co2O6S at a distorted geometry, with properties calculated with wB97M-V/def2-TZVPD.

orbital gap	5.94	eV
LUMO energy	2.78	eV
charge	-1

Element x y z (Å)
C  4.28067  -0.72604  1.26608
C  2.79352  -0.89436  0.94676
C  2.10297  0.40719  0.54363
C  0.93365  0.84675  1.40851
S  -0.69326  0.38445  0.71692
C  -1.46710  0.39462  2.36728
C  -1.91159  -0.99212  2.81318
C  -3.08212  -0.98146  3.80921
C  -3.83184  -2.32207  3.99837
H  4.72479  -1.72411  1.33358
H  4.79915  -0.19022  0.46526
H  4.39912  -0.17298  2.20592
H  2.70040  -1.65033  0.15084
H  2.26997  -1.32640  1.80718
H  2.86319  1.20311  0.48872
H  1.70954  0.28738  -0.47068
H  1.03465  0.40673  2.40656
H  0.97696  1.92901  1.52633
H  -0.77467  0.83795  3.09227
H  -2.31424  1.06603  2.26387
H  -2.14764  -1.61794  1.94257
H  -1.02855  -1.42481  3.31428
H  -2.61057  -0.70747  4.76616
H  -3.81028  -0.19842  3.53017
H  -4.53317  -2.20419  4.84412
H  -4.34859  -2.65735  3.08447
H  -3.16850  -3.13772  4.30969
O  -3.80760  0.59622  0.73476
C  -3.21595  1.35307  0.02110
Co  -1.99923  2.79914  -0.32716
C  -3.09204  3.93580  0.42447
O  -3.81237  4.63019  0.99612
C  -0.58968  3.56648  0.29990
O  0.24607  4.23019  0.74266
C  -1.59228  2.26760  -2.35843
C  -0.62758  1.25927  -2.69132
C  0.73600  1.39735  -2.38604
C  1.62085  0.35303  -2.66137
C  1.18096  -0.85478  -3.21062
C  -0.14449  -0.94872  -3.59747
C  -1.04145  0.08136  -3.33843
C  -2.98406  2.19509  -2.31756
C  -3.68891  1.15766  -1.60251
Co  -2.38024  3.80152  -2.74992
C  -0.77534  4.45650  -2.63487
O  0.29426  4.89664  -2.57458
C  -3.21212  5.11223  -1.83643
O  -3.69213  6.11983  -1.55416
C  -2.97854  4.16670  -4.38194
O  -3.31601  4.46646  -5.44866
H  1.09073  2.28224  -1.85006
H  2.66641  0.50301  -2.40123
H  1.85760  -1.69088  -3.35488
H  -0.49494  -1.81078  -4.15019
H  -2.08396  -0.05996  -3.61323
H  -4.71706  1.42888  -1.32794
H  -3.51825  0.11675  -1.98249

***

Below is a structure of composition C23H25EuN4S at a distorted geometry, with properties calculated with wB97M-V/def2-TZVPD.

orbital gap (spin up / spin down)	7.31 / 7.38	eV
energy above the lowest of the compared OMol25 structures with the same formula, charge and spin	28.0	kcal/mol
LUMO energy (spin up / spin down)	-3.18 / -3.16	eV
2S+1	8
charge	+1

Element x y z (Å)
Eu  6.48367  13.23049  9.79260
C  9.37700  17.41319  8.27774
C  9.20209  15.88836  8.11923
C  10.50752  15.12500  7.89327
C  8.41910  15.46881  9.30389
C  7.10951  15.98755  9.55078
C  6.48919  15.85307  10.77227
C  7.04494  15.19665  11.79464
C  6.27007  15.21382  13.05963
C  8.30431  14.61974  11.63834
C  9.00928  14.77041  10.43420
H  10.00047  17.82514  7.43966
H  9.77760  17.79068  9.21643
H  8.38415  17.74974  8.13749
H  8.48467  15.83017  7.26108
H  11.25638  15.24979  8.70306
H  10.98835  15.43715  6.96896
H  10.30203  14.05538  8.02770
H  6.59643  16.48514  8.66450
H  5.54616  16.36516  10.87567
H  6.41885  14.36850  13.70625
H  5.16961  15.16826  12.97178
H  6.47670  16.14608  13.63018
H  8.79194  14.11808  12.46055
H  10.03261  14.40229  10.31482
N  6.36951  13.11735  5.00612
C  6.55535  12.92679  6.34699
S  5.39348  13.63380  7.35826
N  7.62840  12.24802  6.68711
N  7.71681  11.96047  8.01726
C  8.64240  11.09358  8.38764
C  9.37978  10.18711  7.47734
C  8.87194  8.90592  7.37353
C  9.60872  7.99583  6.61242
C  10.78643  8.39822  5.96120
C  11.23112  9.71058  6.02307
C  10.52341  10.64588  6.78240
C  8.78444  10.82720  9.84336
C  9.85964  10.04342  10.35856
C  10.06425  9.88872  11.69756
C  9.13523  10.51522  12.49840
C  8.08835  11.25193  11.95026
N  7.93502  11.38535  10.62129
H  5.55456  13.55125  4.67853
H  7.08677  12.74433  4.38568
H  8.03175  8.57701  8.02221
H  9.28088  6.92116  6.53164
H  11.29722  7.74191  5.31804
H  12.05428  9.91858  5.39650
H  10.87784  11.61435  6.91644
H  10.47026  9.51715  9.62036
H  10.87336  9.21796  11.99036
H  9.17627  10.41880  13.59691
H  7.34078  11.64010  12.66254